Record 1
{"formula": "C42H36AsClN3O3Tc", "method": "wB97M-V/def2-TZVPD", "species": ["Tc", "O", "C", "C", "C", "C", "C", "C", "C", "N", "N", "C", "O", "C", "C", "C", "C", "C", "C", "H", "H", "H", "H", "H", "H", "H", "H", "H", "H", "Cl", "C", "C", "C", "C", "C", "C", "C", "H", "H", "H", "H", "H", "H", "O", "As", "C", "C", "C", "C", "C", "C", "C", "C", "C", "C", "C", "C", "C", "C", "C", "C", "C", "C", "H", "H", "H", "H", "H", "H", "H", "H", "H", "H", "H", "H", "H", "H", "H", "C", "C", "C", "N", "H", "H", "H", "H", "H"], "coordinates": [[-0.31, -0.47, -0.51], [-0.01, 1.40, -0.96], [1.00, 1.91, -1.65], [0.81, 3.11, -2.34], [1.84, 3.67, -3.07], [3.10, 3.07, -3.13], [3.31, 1.91, -2.43], [2.27, 1.30, -1.70], [2.59, 0.20, -0.83], [1.72, -0.54, -0.27], [2.15, -1.35, 0.81], [1.21, -1.37, 1.70], [0.07, -0.74, 1.57], [1.41, -2.18, 2.93], [2.65, -2.73, 3.23], [2.80, -3.53, 4.36], [1.71, -3.78, 5.18], [0.46, -3.24, 4.87], [0.31, -2.44, 3.75], [-0.17, 3.58, -2.29], [1.66, 4.60, -3.61], [3.90, 3.52, -3.71], [4.29, 1.44, -2.44], [3.62, 0.02, -0.55], [3.49, -2.53, 2.58], [3.77, -3.95, 4.60], [1.82, -4.40, 6.06], [-0.39, -3.45, 5.51], [-0.65, -2.02, 3.49], [-5.84, -2.83, -3.73], [-4.21, -2.28, -3.48], [-3.19, -3.21, -3.28], [-1.90, -2.76, -3.05], [-1.60, -1.40, -2.99], [-0.24, -0.89, -2.61], [-2.63, -0.50, -3.25], [-3.93, -0.93, -3.49], [-3.42, -4.27, -3.33], [-1.10, -3.48, -2.92], [-0.02, 0.06, -3.09], [0.56, -1.60, -2.82], [-2.41, 0.56, -3.27], [-4.72, -0.22, -3.68], [-2.30, -0.12, -0.20], [-2.95, 0.78, 1.10], [-4.02, 2.12, 0.29], [-4.94, 2.83, 1.06], [-5.68, 3.84, 0.47], [-5.50, 4.14, -0.87], [-4.57, 3.43, -1.63], [-3.83, 2.42, -1.05], [-1.68, 1.69, 2.18], [-1.20, 1.17, 3.38], [-0.26, 1.87, 4.10], [0.22, 3.08, 3.62], [-0.24, 3.60, 2.42], [-1.20, 2.90, 1.69], [-4.09, -0.40, 2.05], [-4.82, -1.28, 1.25], [-5.71, -2.16, 1.84], [-5.87, -2.15, 3.23], [-5.14, -1.27, 4.02], [-4.25, -0.39, 3.43], [-5.08, 2.59, 2.11], [-6.40, 4.39, 1.06], [-6.08, 4.93, -1.33], [-4.44, 3.67, -2.68], [-3.10, 1.85, -1.62], [-1.54, 0.20, 3.74], [0.12, 1.47, 5.04], [0.97, 3.63, 4.19], [0.14, 4.54, 2.04], [-1.56, 3.30, 0.76], [-4.68, -1.28, 0.17], [-6.29, -2.84, 1.23], [-6.57, -2.84, 3.69], [-5.28, -1.27, 5.09], [-3.71, 0.31, 4.05], [0.55, -5.33, 1.41], [-0.46, -5.02, 0.29], [-0.48, -3.60, -0.04], [-0.51, -2.49, -0.28], [0.58, -6.40, 1.57], [0.25, -4.84, 2.34], [1.54, -4.98, 1.15], [-1.47, -5.31, 0.57], [-0.21, -5.56, -0.63]], "gap_ev": [7.9, 7.0], "homo_energy_ev": [-10.251, -10.448], "spin_multiplicity": 4, "total_charge": 1}

---

Record 2
{"formula": "C5H13N", "method": "wB97M-V/def2-TZVPD", "species": ["C", "C", "N", "C", "C", "C", "H", "H", "H", "H", "H", "H", "H", "H", "H", "H", "H", "H", "H"], "coordinates": [[-2.02, -0.41, 0.35], [-0.91, -0.67, -0.67], [0.15, 0.31, -0.55], [1.21, -0.06, 0.39], [0.96, 0.30, 1.85], [0.68, 0.82, -1.81], [-2.93, -0.96, 0.07], [-1.65, -0.77, 1.32], [-2.29, 0.62, 0.50], [-1.40, -0.91, -1.62], [-0.61, -1.73, -0.51], [2.07, 0.50, 0.04], [1.47, -1.13, 0.34], [1.92, 0.53, 2.32], [0.56, -0.52, 2.45], [0.39, 1.22, 1.93], [-0.07, 0.62, -2.57], [1.62, 0.34, -2.07], [0.85, 1.90, -1.77]], "gap_ev": 9.5, "e_above_lowest_kcal_mol": 29.1, "homo_energy_ev": -8.297}

---

Record 3
{"formula": "C9H8BrF3N2", "method": "wB97M-V/def2-TZVPD", "species": ["C", "C", "C", "C", "C", "C", "C", "C", "C", "N", "N", "F", "F", "F", "Br", "H", "H", "H", "H", "H", "H", "H", "H"], "coordinates": [[1.86, 2.30, -0.28], [1.08, 1.46, -1.08], [1.82, 2.10, 1.07], [0.48, 0.32, -0.60], [1.08, 1.10, 1.71], [0.49, 0.10, 0.83], [-1.70, -1.36, 1.00], [-2.21, -2.70, 0.68], [-0.23, -1.22, 1.40], [-2.57, -0.49, 1.06], [-0.41, -1.03, 2.85], [-2.24, 0.84, 1.16], [0.78, -1.02, 3.49], [-1.11, -2.04, 3.50], [0.99, -2.77, 0.87], [2.43, 3.20, -0.70], [0.82, 1.81, -2.19], [2.21, 2.80, 1.83], [0.07, -0.29, -1.36], [0.98, 1.02, 2.78], [-2.32, -3.25, 1.56], [-3.17, -2.74, 0.25], [-1.72, -3.32, -0.04]], "gap_ev": 9.5, "e_above_lowest_kcal_mol": 147.0, "homo_energy_ev": -9.453}

---

Record 4
{"formula": "C9H23BNaO5Si2", "method": "wB97M-V/def2-TZVPD", "species": ["C", "C", "Si", "O", "Si", "C", "C", "C", "C", "C", "C", "O", "C", "O", "B", "O", "O", "H", "H", "H", "H", "H", "H", "H", "H", "H", "H", "H", "H", "H", "H", "H", "H", "H", "H", "H", "H", "H", "H", "H", "Na"], "coordinates": [[-4.08, 0.70, 0.12], [-3.58, 1.84, -0.35], [-2.23, 2.77, 0.46], [-0.93, 1.93, 0.95], [-0.03, 0.76, 0.14], [0.56, -0.50, 1.38], [2.08, -0.81, 1.35], [2.48, -2.04, 0.51], [2.94, -1.74, -0.92], [1.79, -1.43, -1.90], [1.81, -2.34, -3.12], [1.64, -3.70, -2.77], [0.30, -4.09, -2.61], [-2.78, 3.44, 1.90], [-1.91, 3.75, 2.90], [-0.95, 4.78, 2.73], [-1.98, 3.16, 4.12], [-3.73, 0.24, 1.04], [-4.87, 0.18, -0.41], [-3.98, 2.24, -1.28], [-1.80, 3.91, -0.38], [1.11, 1.45, -0.51], [-0.87, 0.18, -0.92], [-0.01, -1.42, 1.24], [0.29, -0.11, 2.37], [2.41, -0.98, 2.38], [2.64, 0.06, 0.99], [1.66, -2.76, 0.48], [3.31, -2.54, 1.02], [3.65, -0.91, -0.89], [3.47, -2.62, -1.29], [0.83, -1.58, -1.38], [1.82, -0.39, -2.24], [2.78, -2.27, -3.62], [1.04, -2.04, -3.84], [0.29, -5.18, -2.53], [-0.31, -3.79, -3.47], [-0.14, -3.66, -1.70], [-1.12, 5.30, 1.94], [-1.45, 3.56, 4.81], [-2.17, 6.66, 3.30]], "gap_ev": 6.3, "homo_energy_ev": -11.231, "total_charge": 1}

---

Record 5
{"formula": "C3H7NOSi", "method": "wB97M-V/def2-TZVPD", "species": ["C", "C", "C", "N", "O", "Si", "H", "H", "H", "H", "H", "H", "H"], "coordinates": [[-2.55, 0.15, 0.07], [0.52, -1.53, 0.18], [1.29, 1.50, 0.21], [-3.62, -0.26, -0.04], [-1.41, 0.78, 0.10], [-0.01, 0.19, -0.56], [-0.18, -2.40, 0.06], [1.41, -1.84, -0.31], [0.58, -1.40, 1.32], [2.17, 0.95, 0.22], [1.15, 2.31, -0.44], [0.96, 1.51, 1.27], [-0.32, 0.03, -2.09]], "gap_ev": 11.6, "e_above_lowest_kcal_mol": 4.7, "homo_energy_ev": -10.877}

---

Record 6
{"formula": "C32H47BCuIN6O2S", "method": "wB97M-V/def2-TZVPD", "species": ["Cu", "C", "C", "C", "C", "N", "N", "B", "N", "N", "C", "C", "C", "C", "C", "C", "C", "C", "N", "N", "C", "C", "C", "C", "C", "C", "C", "C", "C", "C", "C", "C", "H", "H", "H", "H", "H", "H", "H", "H", "H", "H", "H", "H", "H", "H", "H", "H", "H", "H", "H", "H", "H", "H", "H", "H", "H", "H", "H", "H", "H", "H", "H", "H", "H", "H", "H", "H", "H", "H", "H", "H", "I", "C", "H", "H", "O", "C", "O", "C", "C", "C", "C", "S", "C", "C", "H", "H", "H", "H", "H"], "coordinates": [[-0.58, -0.02, 0.19], [3.32, 3.45, 1.21], [2.07, 2.71, 1.62], [1.33, 2.86, 2.78], [0.25, 1.93, 2.55], [0.38, 1.35, 1.35], [1.47, 1.93, 0.71], [1.82, 1.74, -0.84], [2.61, 0.37, -0.97], [3.46, 0.03, 0.19], [4.19, -0.93, -0.30], [3.91, -1.23, -1.66], [2.86, -0.35, -2.08], [2.12, -0.20, -3.35], [5.20, -1.50, 0.66], [4.74, -1.43, 2.12], [6.46, -0.56, 0.48], [5.60, -2.89, 0.16], [0.55, 2.01, -1.69], [-0.60, 1.27, -1.35], [-1.61, 1.73, -2.13], [-1.10, 2.73, -2.96], [0.24, 2.92, -2.62], [1.26, 3.69, -3.33], [-3.03, 1.26, -2.05], [-3.96, 2.45, -2.35], [-3.04, 0.24, -3.21], [-3.44, 0.73, -0.65], [-0.82, 1.55, 3.59], [-0.02, 1.50, 4.90], [-1.86, 2.68, 3.57], [-1.42, 0.22, 3.26], [3.66, 4.09, 2.08], [3.09, 4.17, 0.37], [4.20, 2.89, 0.92], [1.63, 3.41, 3.67], [2.38, 2.65, -1.23], [4.14, -2.21, -2.07], [2.75, 0.28, -4.08], [1.08, 0.23, -3.32], [1.98, -1.20, -3.85], [4.68, -0.32, 2.34], [5.42, -2.06, 2.65], [3.72, -1.86, 2.34], [6.16, 0.49, 0.80], [6.63, -0.61, -0.60], [7.33, -0.98, 1.01], [4.77, -3.56, 0.20], [6.54, -3.22, 0.69], [5.96, -2.76, -0.87], [-1.70, 3.28, -3.71], [1.65, 3.25, -4.26], [2.17, 3.69, -2.70], [0.88, 4.67, -3.57], [-3.66, 2.91, -3.32], [-3.93, 3.25, -1.60], [-5.09, 2.22, -2.47], [-2.83, 0.77, -4.15], [-4.08, -0.07, -3.35], [-2.44, -0.65, -3.06], [-2.93, 1.27, 0.12], [-3.28, -0.33, -0.50], [-4.50, 0.93, -0.49], [0.74, 2.32, 5.09], [0.38, 0.51, 4.98], [-0.67, 1.57, 5.74], [-1.43, 3.70, 3.70], [-2.61, 2.55, 4.32], [-2.47, 2.73, 2.65], [-0.75, -0.64, 3.10], [-2.11, 0.20, 2.41], [-2.05, -0.13, 4.09], [-0.62, -5.35, -0.49], [-0.23, -3.24, -0.63], [-0.48, -2.91, -1.66], [0.87, -3.08, -0.48], [-7.22, -4.84, -0.85], [-6.21, -5.08, 0.07], [-6.35, -6.15, 0.66], [-5.16, -3.98, 0.17], [-4.43, -3.95, 1.38], [-3.34, -3.16, 1.50], [-2.72, -2.56, 0.35], [-1.02, -2.08, 0.47], [-3.41, -2.64, -0.88], [-4.65, -3.26, -0.94], [-7.13, -4.06, -1.41], [-4.84, -4.56, 2.14], [-2.78, -3.13, 2.42], [-2.92, -2.24, -1.72], [-5.18, -3.33, -1.94]], "gap_ev": [4.1, 7.7], "homo_energy_ev": [-1.792, -5.450], "spin_multiplicity": 2, "total_charge": -1}

---

Record 7
{"formula": "C9H14O", "method": "wB97M-V/def2-TZVPD", "species": ["C", "C", "H", "H", "H", "H", "H", "H", "C", "C", "C", "C", "C", "C", "C", "O", "H", "H", "H", "H", "H", "H", "H", "H"], "coordinates": [[-1.25, -1.45, -2.61], [-0.61, -0.19, -3.32], [-0.92, -2.30, -3.15], [-0.74, -1.54, -1.66], [-2.29, -1.45, -2.66], [0.30, 0.14, -2.64], [-1.36, 0.59, -3.26], [-0.26, -0.54, -4.36], [-1.45, -0.48, 3.15], [-0.19, 0.86, -0.39], [-1.07, 0.42, 0.62], [1.13, 0.66, -0.05], [-0.59, -0.19, 1.81], [1.70, 0.10, 1.04], [0.78, -0.39, 2.00], [1.96, 1.16, -1.04], [-0.59, 1.28, -1.28], [-2.18, 0.55, 0.47], [2.86, 0.84, -0.87], [2.76, -0.21, 1.09], [-2.51, -0.73, 2.88], [-1.60, 0.33, 3.72], [1.13, -1.00, 2.81], [-0.97, -1.30, 3.70]], "gap_ev": 9.4, "e_above_lowest_kcal_mol": 41.4, "homo_energy_ev": -8.479}

---

Record 8
{"formula": "C2H8NO3PS", "method": "wB97M-V/def2-TZVPD", "species": ["C", "C", "N", "O", "O", "O", "P", "S", "H", "H", "H", "H", "H", "H", "H", "H"], "coordinates": [[2.02, -0.31, -1.14], [-1.42, 1.76, -0.38], [-0.33, -2.04, 1.26], [0.99, 1.25, 1.68], [-2.85, -0.27, 0.15], [1.18, -1.21, -0.38], [0.09, -0.65, 0.54], [-1.68, 0.09, -0.71], [1.42, 0.26, -1.92], [2.78, -0.97, -1.70], [2.50, 0.35, -0.33], [-0.53, 1.61, 0.29], [-2.15, 2.26, 0.27], [-1.40, 2.36, -1.21], [0.44, -2.52, 1.61], [-1.06, -1.96, 1.98]], "gap_ev": [7.6, 8.2], "e_above_lowest_kcal_mol": 172.4, "homo_energy_ev": [-8.853, -8.414]}

---

Record 9
{"formula": "C20H21N5O3Os", "method": "wB97M-V/def2-TZVPD", "species": ["N", "C", "C", "H", "H", "H", "N", "C", "C", "H", "H", "H", "N", "C", "C", "H", "H", "H", "Os", "C", "O", "C", "O", "C", "C", "C", "C", "C", "C", "H", "H", "H", "H", "H", "H", "N", "C", "O", "C", "C", "C", "C", "N", "C", "H", "H", "H", "H", "H", "H"], "coordinates": [[0.33, 2.43, -0.57], [0.71, 3.51, -0.72], [0.95, 4.94, -0.63], [-0.04, 5.45, -0.64], [1.58, 5.26, -1.49], [1.47, 5.11, 0.34], [2.93, -1.63, -1.01], [3.79, -2.16, -1.61], [4.98, -2.96, -1.58], [5.69, -2.52, -2.28], [4.69, -3.99, -1.83], [5.39, -2.95, -0.56], [-1.81, -0.63, -0.60], [-2.61, -1.47, -0.57], [-3.75, -2.33, -0.34], [-3.53, -2.94, 0.55], [-3.92, -2.95, -1.24], [-4.63, -1.67, -0.13], [1.08, -0.46, -1.28], [0.62, -1.75, 0.06], [0.54, -2.54, 0.91], [2.04, 0.50, 0.07], [2.72, 0.91, 0.92], [1.32, 1.07, -2.94], [-0.08, 1.13, -2.84], [-0.82, -0.02, -2.85], [-0.19, -1.28, -2.92], [1.19, -1.36, -3.25], [1.95, -0.16, -3.25], [1.94, 1.96, -2.83], [-0.58, 2.07, -2.62], [-1.90, 0.06, -2.69], [-0.75, -2.21, -2.78], [1.63, -2.31, -3.51], [3.00, -0.17, -3.51], [-3.44, -0.63, 4.96], [-2.97, -0.96, 3.71], [-3.34, -1.94, 3.06], [-1.98, 0.07, 3.21], [-1.75, 1.36, 3.77], [-0.74, 2.15, 3.18], [0.02, 1.57, 2.15], [-0.09, 0.33, 1.73], [-1.15, -0.38, 2.15], [-4.03, -1.33, 5.40], [-2.95, 0.04, 5.55], [-2.33, 1.74, 4.60], [-0.51, 3.16, 3.49], [0.74, 2.19, 1.58], [-1.40, -1.32, 1.65]], "gap_ev": [4.5, 3.1], "e_above_lowest_kcal_mol": 41.8, "homo_energy_ev": [-18.617, -21.024], "spin_multiplicity": 5, "total_charge": 4}

---

no.,maximum force (Eh/bohr)
1,0.02793
2,0.04036
3,0.08092
4,0.02486
5,0.09069
6,0.08397
7,0.11246
8,0.10001
9,0.10194